[1]
C15H10BCl4N3O | wB97M-V/def2-TZVPD

Geometry as XYZ:
```
34
Properties=species:S:1:pos:R:3:lowdin_charge:R:1
Cl 1.48 4.31 3.03 0.73
Cl -4.48 -0.42 -1.78 0.52
Cl -3.40 -2.65 0.03 0.52
Cl -1.68 -1.59 -2.33 0.51
O -2.33 -0.18 -0.09 -0.06
N -2.80 4.51 -1.64 0.25
N -6.92 3.00 5.78 0.15
N -3.35 3.83 -0.87 -0.05
C -1.01 1.72 0.34 -0.18
C 0.49 3.59 0.62 -0.08
C -0.27 2.79 -0.21 -0.02
C -4.52 4.01 1.68 -0.02
C -4.59 2.83 0.90 -0.22
C 0.55 3.31 2.00 -0.65
C -0.13 2.20 2.54 -0.07
C -5.12 4.05 2.93 -0.02
C -1.87 0.95 -0.52 -0.08
C -5.33 1.73 1.39 -0.01
C -3.91 2.73 -0.35 -0.12
C -5.94 1.79 2.63 -0.02
C -0.90 1.40 1.71 0.03
C -5.84 2.95 3.41 -0.24
C -6.45 2.99 4.71 -0.18
B -2.94 -1.19 -1.00 -1.84
H -5.40 0.83 0.77 0.10
H -1.42 0.53 2.11 0.14
H -3.99 4.88 1.29 0.11
H -1.96 1.19 -1.58 0.14
H -6.52 0.94 3.00 0.13
H -0.32 2.97 -1.28 0.12
H -0.03 1.98 3.59 0.12
H 1.06 4.43 0.23 0.11
H -5.06 4.96 3.54 0.12
H -4.08 1.85 -0.98 0.06
```

total energy: -73002.7090 eV
HOMO energy: -8.662 eV
M: 400.9 g/mol
spin multiplicity: 1

=====

[2]
C7H9ClN4 | wB97M-V/def2-TZVPD

Geometry as XYZ:
```
21
Properties=species:S:1:pos:R:3:lowdin_charge:R:1
Cl 2.76 -1.42 -0.95 0.64
N 1.45 0.52 2.00 0.03
N -1.82 -1.55 1.06 0.13
N 0.70 -0.42 2.00 0.04
N -1.18 -1.10 -1.01 0.10
C -2.53 -1.20 -1.05 -0.13
C -2.95 -1.53 0.20 -0.09
C -0.76 -1.26 0.22 -0.35
C 0.59 -1.11 0.67 -0.29
C 2.36 2.13 0.18 -0.08
C 1.54 -0.35 -0.27 -0.60
C 2.22 0.72 0.72 -0.38
H -1.90 -1.66 2.07 0.16
H 1.48 2.34 -0.44 0.07
H 1.05 -2.19 0.80 0.16
H 3.22 1.97 -0.54 0.09
H -3.86 -1.95 0.30 0.06
H -3.03 -1.10 -1.98 0.09
H 2.61 2.93 1.00 0.12
H 3.29 0.33 1.08 0.16
H 1.16 0.16 -1.09 0.06
```

total energy: -25885.7802 eV
HOMO energy: -8.812 eV
M: 184.6 g/mol
ΔE to the lowest compared entry with this formula, charge and spin: 0.0 kJ/mol
SMILES: C[C@H]1N=N[C@@H](c2ncc[nH]2)[C@@H]1Cl
spin multiplicity: 1

=====

- What is the formula in the first record?
  C15H10BCl4N3O

=====

- Look up the M of the first one.
  400.9 g/mol

=====

- Look up the total energy of the first one.
  -73002.7090 eV